[1]
Below is a cluster of 8 separate species, C42H81BrO19 in total at a distorted geometry, with properties calculated with ωB97M-V/def2-TZVPD.

Structure (XYZ):
```
143
Properties=species:S:1:pos:R:3:mulliken_charge:R:1
C 3.95 -1.89 1.07 0.533
C 4.92 -2.65 0.16 -0.665
O 4.20 -3.49 -0.74 -0.460
C 3.87 -2.86 -1.97 -0.083
C 2.39 -3.11 -2.20 0.311
O 2.00 -3.62 -3.19 -0.581
O 1.64 -2.73 -1.17 -0.003
C 0.31 -2.28 -1.52 0.409
C 0.36 -1.11 -2.52 -1.079
C -0.96 -0.31 -2.63 -0.368
C -0.95 1.14 -2.10 -0.810
C -0.06 1.44 -0.92 0.333
O -0.37 1.34 0.21 -0.542
O 1.17 1.95 -1.27 -0.178
C 2.27 1.49 -0.47 0.511
C 3.51 2.27 -0.95 -0.473
C -0.38 -1.97 -0.19 -1.417
C -1.37 -3.09 0.24 0.448
C -2.54 -2.40 0.97 -1.576
Br -0.46 -4.21 1.58 -0.186
H 4.04 -0.82 0.92 -0.015
H 4.13 -2.09 2.13 -0.213
H 2.93 -2.19 0.86 -0.030
H 5.63 -3.24 0.73 0.453
H 5.53 -1.96 -0.43 0.329
H 4.47 -3.33 -2.74 0.341
H 3.99 -1.77 -1.93 0.076
H -0.17 -3.13 -2.00 0.342
H 1.24 -0.50 -2.33 0.461
H 0.54 -1.55 -3.50 0.504
H -1.75 -0.90 -2.20 -0.441
H -1.19 -0.24 -3.68 0.979
H -1.96 1.35 -1.76 0.261
H -0.75 1.84 -2.91 0.446
H 2.48 0.42 -0.58 -0.373
H 2.15 1.69 0.59 0.316
H 4.13 1.69 -1.63 0.402
H 4.11 2.60 -0.11 0.065
H 3.15 3.16 -1.45 -0.236
H -0.95 -1.05 -0.18 -0.033
H 0.37 -1.91 0.59 0.751
H -1.74 -3.66 -0.60 0.475
H -3.07 -3.08 1.63 0.470
H -2.12 -1.57 1.52 0.460
H -3.22 -1.98 0.23 0.177
O 4.45 5.15 -1.90 -0.505
C 3.70 6.05 -2.20 0.702
O 4.22 7.23 -2.58 -0.383
C 3.45 8.28 -3.16 -0.406
C 2.83 9.17 -2.10 -0.939
C 2.20 5.91 -2.07 -0.702
H 2.70 7.88 -3.85 0.369
H 4.15 8.86 -3.76 0.302
H 2.13 8.62 -1.47 0.271
H 2.30 10.00 -2.56 0.348
H 3.61 9.57 -1.45 0.293
H 1.91 6.18 -1.06 0.244
H 1.94 4.87 -2.25 0.052
H 1.64 6.50 -2.80 0.328
O -5.52 -6.23 1.97 -0.582
C -4.64 -6.91 2.42 0.759
O -3.43 -6.89 1.83 -0.354
C -2.26 -7.49 2.40 -0.104
C -2.14 -8.95 2.02 -1.081
C -4.89 -7.86 3.57 -0.972
H -2.23 -7.34 3.48 0.327
H -1.42 -6.94 1.99 0.111
H -2.98 -9.54 2.42 0.291
H -1.21 -9.37 2.41 0.367
H -2.15 -9.07 0.94 0.313
H -5.24 -8.82 3.17 0.264
H -5.66 -7.44 4.20 0.310
H -4.01 -8.03 4.20 0.331
O -3.29 0.12 -3.94 -0.492
C -4.25 -0.59 -4.06 0.764
O -4.95 -0.54 -5.21 -0.388
C -5.98 -1.47 -5.56 -0.500
C -7.33 -1.04 -5.01 -0.922
C -4.76 -1.45 -2.93 -0.606
H -5.71 -2.48 -5.26 0.438
H -6.02 -1.46 -6.65 0.335
H -7.33 -1.02 -3.92 0.264
H -8.11 -1.72 -5.34 0.379
H -7.57 -0.03 -5.35 0.255
H -5.43 -0.87 -2.31 0.282
H -3.90 -1.77 -2.33 -0.229
H -5.25 -2.36 -3.26 0.404
O 4.71 -1.55 4.13 -0.640
C 3.97 -1.98 4.98 0.866
O 2.92 -1.24 5.36 -0.350
C 1.86 -1.73 6.19 -0.184
C 2.18 -1.58 7.66 -1.039
C 4.25 -3.29 5.68 -1.112
H 1.60 -2.75 5.92 0.311
H 0.99 -1.12 5.94 0.203
H 3.06 -2.17 7.94 0.280
H 1.34 -1.90 8.27 0.361
H 2.41 -0.54 7.89 0.314
H 4.89 -3.10 6.54 0.277
H 4.76 -3.94 4.99 0.294
H 3.35 -3.81 6.01 0.373
O -2.57 -2.45 4.99 -0.546
C -3.11 -1.40 4.73 0.838
O -2.35 -0.31 4.50 -0.274
C -2.87 0.91 3.97 -0.303
C -3.39 1.81 5.07 -1.171
C -4.62 -1.27 4.75 -1.141
H -3.62 0.72 3.20 0.321
H -2.03 1.39 3.47 0.367
H -4.23 1.36 5.60 0.283
H -3.72 2.77 4.66 0.377
H -2.61 2.00 5.81 0.303
H -4.94 -1.02 5.76 0.307
H -5.05 -2.22 4.46 0.314
H -5.00 -0.52 4.06 0.354
O -7.64 3.31 -5.74 -0.575
C -6.62 3.59 -5.18 0.751
O -6.60 4.62 -4.31 -0.387
C -5.50 4.91 -3.45 -0.313
C -4.47 5.78 -4.12 -0.951
C -5.32 2.89 -5.51 -0.670
H -5.07 3.98 -3.05 0.289
H -5.93 5.43 -2.59 0.314
H -4.03 5.29 -4.99 0.267
H -3.67 6.04 -3.42 0.342
H -4.94 6.70 -4.48 0.311
H -4.84 3.39 -6.35 0.281
H -5.56 1.87 -5.79 0.108
H -4.63 2.83 -4.67 0.202
O 10.18 2.08 -1.35 -0.568
C 9.38 2.55 -0.59 0.762
O 8.89 1.79 0.41 -0.363
C 8.10 2.31 1.48 -0.689
C 6.64 2.35 1.12 -0.578
C 8.82 3.94 -0.80 -0.881
H 8.48 3.29 1.80 0.402
H 8.25 1.63 2.32 0.331
H 6.45 3.02 0.28 0.121
H 6.04 2.69 1.97 0.444
H 6.30 1.36 0.83 0.223
H 7.96 3.89 -1.46 0.189
H 9.59 4.55 -1.26 0.316
H 8.54 4.44 0.13 0.311
```

Output
* total charge: 0
* HOMO-LUMO gap: 9.5 eV
* SMILES: CCOCC(=O)O[C@H](CCCC(=O)OCC)C[C@H](C)Br.CCOC(C)=O.CCOC(C)=O.CCOC(C)=O.CCOC(C)=O.CCOC(C)=O.CCOC(C)=O.CCOC(C)=O
* lowest unoccupied orbital energy: 0.15 eV
* max |F|: 2.9 eV/Å

***

[2]
Below is a cluster of 2 separate species, C6H7O2S in total at a distorted geometry, with properties calculated with ωB97M-V/def2-TZVPD.

Structure (XYZ):
```
16
Properties=species:S:1:pos:R:3:mulliken_charge:R:1
C -1.47 2.33 -0.35 -0.450
C 0.41 0.74 0.32 -0.223
C 1.27 0.09 -0.50 -0.587
C -0.84 1.25 0.01 -0.197
C -3.00 -0.37 0.13 0.470
C 2.33 -1.85 0.28 -0.662
O -3.85 0.45 0.26 -0.422
O 2.46 -0.48 -0.02 -0.387
S -2.44 -1.83 -0.04 -0.375
H -2.56 2.35 -0.44 0.126
H -0.99 3.29 -0.58 0.303
H 0.68 0.78 1.38 0.221
H 1.07 -0.09 -1.55 0.413
H 3.32 -2.20 0.60 0.223
H 2.01 -2.42 -0.60 0.288
H 1.61 -2.02 1.09 0.259
```

Output
* relative energy (zero: lowest compared OMol25 entry of this formula, charge and spin): 83.0 kcal per mole
* total charge: -1
* HOMO-LUMO gap (spin up / spin down): 5.3 / 5.3 eV
* lowest unoccupied orbital energy (spin up / spin down): 3.31 / 3.30 eV
* max |F|: 2.0 eV/Å

***

[3]
Below is a structure of composition C41H60Cl5F2O5P2Rb at a distorted geometry, with properties calculated with ωB97M-V/def2-TZVPD.

Structure (XYZ):
```
116
Properties=species:S:1:pos:R:3:mulliken_charge:R:1
Rb 0.70 -2.63 1.94 0.878
Cl 0.06 -6.51 0.75 -0.263
C -0.64 -6.33 2.35 0.902
C -1.06 -5.10 2.75 -1.240
C -1.63 -5.14 3.99 0.657
Cl -2.26 -3.66 4.67 -0.250
C -1.70 -6.28 4.79 -0.297
Cl -2.48 -6.24 6.37 -0.221
C -1.10 -7.45 4.36 0.416
Cl -1.20 -8.90 5.31 -0.226
C -0.56 -7.45 3.12 -0.287
Cl 0.19 -8.89 2.47 -0.224
C 3.52 0.17 2.63 -1.452
C 2.94 1.20 1.68 1.390
C 4.13 1.97 1.16 -1.593
C 2.18 0.71 0.47 0.377
C 1.36 1.62 -0.20 -0.778
C 0.83 1.49 -1.45 0.288
C 0.42 2.81 -2.08 0.110
C -1.01 2.85 -2.68 -1.577
C 1.40 3.51 -3.04 -1.650
C 0.99 0.24 -2.09 0.466
C 1.75 -0.73 -1.46 0.815
C 2.34 -0.48 -0.22 -0.463
C 1.97 -2.04 -2.19 1.640
C 1.84 -3.25 -1.27 -1.065
C 3.35 -2.05 -2.82 -2.002
C 0.24 0.04 -3.37 -0.414
C 0.69 0.65 -4.48 -0.290
C 0.00 0.60 -5.69 -1.301
C -1.34 0.14 -5.71 -0.467
C -1.85 -0.40 -4.56 -1.299
C -1.04 -0.63 -3.43 1.024
P -1.41 -2.00 -2.24 1.291
C -2.80 -1.44 -0.96 2.121
C -3.05 -2.68 -0.04 -1.682
C -2.11 -0.33 -0.12 -1.507
C -4.12 -0.91 -1.56 -1.719
C -1.99 -3.48 -3.31 2.093
C -3.48 -3.79 -3.51 -1.800
C -1.30 -4.67 -2.62 -1.946
C -1.37 -3.46 -4.68 -1.844
H 4.42 0.52 3.17 0.306
H 3.88 -0.73 2.13 0.359
H 2.76 -0.07 3.40 0.238
H 2.21 1.85 2.17 -0.417
H 4.75 1.21 0.67 0.442
H 4.67 2.40 1.98 0.513
H 3.87 2.79 0.48 0.266
H 1.09 2.50 0.31 0.339
H 0.30 3.50 -1.22 0.387
H -1.03 2.43 -3.69 0.311
H -1.40 3.89 -2.73 0.525
H -1.74 2.30 -2.08 0.154
H 1.46 3.05 -4.03 0.330
H 2.40 3.54 -2.49 0.229
H 1.11 4.56 -3.23 0.447
H 3.02 -1.22 0.19 0.460
H 1.21 -2.16 -2.99 -0.904
H 2.55 -3.15 -0.36 0.340
H 2.05 -4.16 -1.81 0.537
H 0.81 -3.40 -0.85 -0.577
H 4.10 -2.22 -2.07 0.368
H 3.54 -1.07 -3.24 0.417
H 3.44 -2.76 -3.60 0.505
H 1.71 1.09 -4.49 0.567
H 0.46 0.96 -6.61 0.341
H -1.92 0.25 -6.64 0.352
H -2.79 -1.00 -4.60 0.410
H -2.15 -2.90 0.57 0.310
H -3.27 -3.59 -0.63 0.130
H -3.88 -2.56 0.60 0.540
H -1.36 -0.77 0.58 -0.065
H -2.78 0.10 0.61 0.827
H -1.64 0.48 -0.69 -0.428
H -4.63 -1.71 -2.07 0.435
H -3.94 -0.06 -2.27 0.268
H -4.86 -0.56 -0.82 0.424
H -3.99 -4.18 -2.63 0.394
H -3.64 -4.64 -4.27 0.343
H -4.10 -2.96 -3.79 0.344
H -1.53 -4.80 -1.56 0.379
H -0.22 -4.61 -2.66 0.254
H -1.57 -5.60 -3.07 0.506
H -1.71 -2.66 -5.33 0.503
H -1.66 -4.37 -5.18 0.616
H -0.24 -3.39 -4.59 0.152
O 1.66 0.48 7.87 -0.089
O 1.24 1.32 7.23 0.089
F 3.30 -2.97 1.65 -0.845
F -0.80 2.79 1.64 -0.089
C 0.34 8.40 2.45 -1.395
C 0.50 7.03 1.87 -0.121
O -0.06 6.17 2.74 -0.253
P -0.42 4.52 2.11 -0.536
O -1.39 4.30 3.39 -0.297
C -1.82 3.04 3.90 -0.153
C -3.00 2.43 3.17 -0.560
O 1.09 3.87 2.70 -0.063
C 1.77 4.39 3.81 -0.275
C 3.22 3.91 3.84 -0.953
H 0.85 9.15 1.85 0.390
H 0.72 8.38 3.45 0.307
H -0.73 8.65 2.43 0.277
H 1.57 6.82 1.70 0.217
H 0.01 6.94 0.83 0.318
H -2.05 3.16 4.95 0.409
H -0.99 2.37 3.83 0.163
H -3.71 3.22 2.81 0.231
H -3.55 1.75 3.88 0.346
H -2.60 1.97 2.25 -0.232
H 1.19 4.02 4.66 0.181
H 1.72 5.47 3.82 0.257
H 3.20 2.84 3.56 0.061
H 3.63 3.97 4.81 0.547
H 3.94 4.40 3.18 0.283
```

Output
* relative energy (zero: lowest compared OMol25 entry of this formula, charge and spin): 56.2 kcal per mole
* total charge: -2
* HOMO-LUMO gap (spin up / spin down): 5.6 / 5.6 eV
* lowest unoccupied orbital energy (spin up / spin down): 3.05 / 3.06 eV
* max |F|: 6.7 eV/Å

***

[4]
Below is a cluster of 6 separate species, C14H25Br8Cl2F3O2 in total at a distorted geometry, with properties calculated with ωB97M-V/def2-TZVPD.

Structure (XYZ):
```
54
Properties=species:S:1:pos:R:3:mulliken_charge:R:1
C 4.58 -3.02 3.01 -1.283
C 3.34 -2.45 2.47 0.017
O 2.90 -1.26 3.24 -0.319
C 3.21 -0.10 2.68 0.394
O 3.72 0.12 1.66 -0.472
C 2.81 0.99 3.72 0.880
F 3.41 0.79 4.90 -0.253
F 3.01 2.19 3.27 -0.220
F 1.47 0.83 3.99 -0.252
H 4.50 -3.43 4.01 0.331
H 5.49 -2.44 2.96 0.354
H 4.84 -3.89 2.43 0.404
H 2.50 -3.17 2.67 0.199
H 3.45 -2.12 1.43 0.255
Cl -4.47 4.19 -1.35 -0.185
C -2.68 4.32 -1.30 0.071
C -2.31 5.67 -1.92 -0.353
Cl -2.81 5.79 -3.59 -0.184
H -2.41 3.44 -1.80 -0.142
H -2.48 4.20 -0.25 0.185
H -1.22 5.95 -1.94 0.303
H -2.78 6.56 -1.45 0.287
Br -2.94 -2.77 2.44 -0.144
C -2.85 -4.25 1.12 -0.503
C -4.21 -4.41 0.54 -0.557
Br -4.54 -3.09 -0.87 -0.127
H -2.55 -5.01 1.82 0.337
H -2.00 -3.98 0.42 0.265
H -4.91 -4.17 1.32 0.375
H -4.38 -5.43 0.14 0.335
Br 2.19 2.94 -0.45 -0.172
C 2.20 1.10 -1.28 -0.359
C 3.63 0.73 -1.51 -0.605
Br 3.69 -1.06 -2.29 -0.185
H 1.76 1.35 -2.24 0.505
H 1.58 0.43 -0.73 -0.033
H 4.21 0.77 -0.62 0.330
H 4.16 1.37 -2.18 0.494
Br -0.24 -1.56 0.00 -0.175
C -1.45 -0.05 0.75 -0.833
C -0.72 0.43 2.03 -0.484
Br -1.83 1.95 2.58 -0.155
H -2.38 -0.43 0.97 0.644
H -1.38 0.82 0.06 0.336
H 0.27 0.75 1.87 0.110
H -0.70 -0.24 2.80 0.561
Br -0.77 -0.84 -6.26 -0.157
C -1.32 -0.48 -4.43 -0.564
C -2.34 0.71 -4.43 -0.516
Br -2.98 0.82 -2.64 -0.157
H -0.41 -0.20 -3.96 0.200
H -1.78 -1.33 -4.02 0.425
H -3.13 0.37 -5.07 0.381
H -1.90 1.64 -4.72 0.409
```

Output
* relative energy (zero: lowest compared OMol25 entry of this formula, charge and spin): 4.9 kcal per mole
* total charge: 0
* HOMO-LUMO gap: 10.4 eV
* SMILES: CCOC(=O)C(F)(F)F.BrCCBr.BrCCBr.BrCCBr.BrCCBr.ClCCCl
* lowest unoccupied orbital energy: 0.14 eV
* max |F|: 4.2 eV/Å